# 1
C6H20ClO6S | ωB97M-V/def2-TZVPD

Geometry as XYZ:
```
34
Properties=species:S:1:pos:R:3:forces:R:3
Cl -0.5312 -0.2174 1.0548 0.2 0.0 0.5
O -0.3751 2.6609 -1.8959 0.3 -0.6 -0.5
S 0.1002 1.4403 -2.5002 0.5 0.1 -0.1
O -0.7531 0.3114 -2.6760 0.4 0.5 -0.2
O 0.6762 1.8013 -4.0215 -0.4 -0.3 1.0
C 1.1756 3.1298 -4.1714 -0.1 0.5 -0.4
C 2.1117 3.1851 -5.3716 -0.5 -0.6 0.4
C 1.6507 0.9438 -1.7124 -1.2 0.4 0.0
H 1.6907 3.4575 -3.2648 -0.1 0.0 0.0
H 0.3178 3.7857 -4.3506 0.1 0.1 0.2
H 2.5558 4.1760 -5.4261 0.2 0.0 -0.1
H 1.5474 2.9644 -6.2777 0.1 0.1 -0.1
H 2.8576 2.3979 -5.2502 0.2 0.2 -0.1
H 2.1941 0.3452 -2.4335 0.1 -0.1 0.1
H 1.3236 0.4090 -0.8168 0.1 -0.2 0.0
H 2.1585 1.8521 -1.3974 0.2 0.0 -0.2
C -1.0544 -3.6021 -0.4917 -1.0 0.1 -0.3
O -1.2963 -2.3420 -1.0965 0.5 -0.1 0.8
H -1.4876 -3.6424 0.5124 0.3 0.0 0.2
H -1.6234 -4.3391 -1.0698 0.3 -0.1 -0.1
H 0.0010 -3.8864 -0.4782 0.1 0.0 0.1
H -1.0390 -1.6863 -0.3965 -0.3 0.0 -0.7
C -2.5287 -2.6604 4.3371 -0.2 0.4 -0.2
O -2.0405 -2.7412 3.0104 0.1 0.5 0.6
H -2.9083 -3.6437 4.6081 0.0 0.0 0.1
H -1.7773 -2.3198 5.0602 0.2 -0.3 -0.1
H -3.3365 -1.9201 4.4195 -0.2 -0.2 -0.1
H -1.6948 -1.8541 2.8054 0.1 -0.3 -0.6
C 0.2306 0.3345 5.2416 0.2 -0.5 -0.9
O 1.1205 0.6178 4.1716 -0.1 0.2 0.2
H 0.1729 -0.7543 5.3705 0.0 0.1 0.3
H 0.6349 0.8004 6.1367 -0.1 0.0 0.1
H -0.7821 0.6851 5.0201 0.0 0.2 0.2
H 0.7085 0.3111 3.3504 -0.1 0.0 -0.3
```
Positions in Å, forces in eV/Å.

Computed properties:
HOMO-LUMO gap ... 8.04 eV
Relative energy (zero: lowest compared OMol25 entry of this formula, charge and spin) ... 0.569 eV
Net charge ... -1
Max |F| ... 1.26 eV Å⁻¹
HOMO level ... -5.291 eV
2S+1 ... 1

Atomic partial charges in e from the natural (NBO) method, atoms 1 to 4:
1. Cl -0.926
2. O -0.935
3. S 2.348
4. O -0.880

# 2
C6H20FeN3O | ωB97M-V/def2-TZVPD

Geometry as XYZ:
```
31
Properties=species:S:1:pos:R:3:forces:R:3
C 3.3421 1.8079 -0.2935 1.1 -0.9 0.8
Fe 1.3836 1.8998 -0.0797 -2.2 0.6 -0.9
N -0.1270 3.0355 1.0531 -0.9 0.2 0.7
H 1.8739 3.3211 -0.5773 -0.6 1.7 -1.1
H -0.9947 3.1511 0.5078 0.7 -0.1 0.2
H 2.6327 2.2873 0.6304 2.4 0.0 0.4
H 4.0037 2.5904 -0.6764 -0.3 0.0 0.3
H 2.8513 1.3669 -1.2027 0.2 0.0 0.2
H 3.9293 1.0217 0.1989 0.4 -0.1 -0.2
H -0.4153 2.5842 1.9247 0.0 0.1 -0.1
H 0.1949 3.9761 1.2998 0.0 -0.4 -0.3
C 1.6212 -1.8387 -0.2041 0.1 0.5 0.2
N 0.1620 -1.8507 -0.1817 0.0 -0.2 -0.2
C -0.4724 -3.1096 -0.5393 -0.2 -0.2 0.1
C -0.4979 -0.6737 -0.1743 0.4 1.2 0.1
O 0.1431 0.4117 -0.2067 -1.0 -1.6 -0.1
N -1.8643 -0.6299 -0.1586 0.2 0.2 0.1
C -2.6751 -1.6149 0.5444 -0.2 -0.1 -0.1
C -2.5022 0.6736 -0.3444 0.4 0.0 -0.1
H 1.9578 -2.8733 -0.2312 0.0 0.1 0.1
H 2.0154 -1.3511 0.7002 0.0 -0.1 -0.3
H 2.0091 -1.3105 -1.0898 -0.1 -0.1 0.3
H -0.9183 -3.5928 0.3429 0.0 -0.1 -0.3
H -1.2456 -2.9595 -1.3049 0.2 -0.1 0.2
H 0.3051 -3.7644 -0.9363 -0.3 0.0 -0.1
H -3.5212 -1.0869 0.9941 0.2 -0.2 0.0
H -3.0698 -2.3664 -0.1496 -0.1 -0.1 0.2
H -2.1085 -2.1100 1.3425 -0.1 0.1 -0.1
H -2.5874 1.2183 0.6152 0.0 -0.1 -0.3
H -1.9192 1.2747 -1.0562 -0.2 -0.2 0.3
H -3.5065 0.5123 -0.7473 0.2 0.0 0.1
```
Positions in Å, forces in eV/Å.

Computed properties:
HOMO-LUMO gap (alpha / beta) ... 2.67 / 6.30 eV
Net charge ... -1
Max |F| ... 2.48 eV Å⁻¹
HOMO level (alpha / beta) ... 0.652 / -3.032 eV
2S+1 ... 5

Atomic partial charges in e from the natural (NBO) method, atoms 1 to 4:
1. C -0.856
2. Fe 0.563
3. N -1.077
4. H -0.587